{
  "formula": "C3H7NO",
  "method": "ωB97M-V/def2-TZVPD",
  "total_energy_ha": -248.450016,
  "total_charge": 0,
  "smiles": "OC1CNC1",
  "relative_energy_kj_mol": 200.8,
  "symbols": ["C", "C", "C", "H", "H", "H", "H", "H", "H", "H", "N", "O"],
  "positions_angstrom": [[-0.16888, -0.25522, 0.80691], [-0.94040, 0.49950, -0.27110], [1.13353, 0.07531, -0.00599], [-0.40004, -1.98529, -0.02898], [-0.21108, 0.06426, 1.87524], [-1.91225, 0.09652, -0.58115], [-1.13582, 1.53502, 0.04030], [0.41783, 1.05831, -1.79459], [1.79065, -0.76120, -0.11135], [1.66436, 0.96943, 0.34189], [0.19182, 0.31850, -1.15818], [-0.42973, -1.61514, 0.88700]],
  "mulliken_charge": [0.087, -0.545, -0.546, 0.352, 0.340, 0.278, 0.273, 0.221, 0.282, 0.279, -0.455, -0.566]
}